# 1
Molecular formula: C3H6N3S
Method: DFT, ωB97M-V/def2-TZVPD

## Properties
HOMO-LUMO gap: 7.30 eV
HOMO energy: -12.789 eV
Structure (SMILES): C[n+]1c[nH][nH]c1=S
E_LUMO: -5.49 eV
Molecular weight: 116.2 Da
Electronic energy: -18502.9495 eV
Net charge: +1

Last column: Mulliken charge in e.
Element x y z (Å)
C -0.2978 -1.3497 -0.4124  -0.0636
C -0.3876 0.7846 0.7399  0.3479
C 1.9282 0.5212 -0.4519  -0.6479
N -1.4590 -1.0997 0.0532  0.0098
N -1.5232 0.0383 0.7113  -0.0698
N 0.6178 0.1091 0.1594  -0.1035
S -0.4764 2.3372 1.2799  -0.3318
H 0.0657 -1.8627 -1.3240  0.3669
H 1.7166 0.5264 -1.4984  0.3116
H 2.5768 -0.2071 -0.1831  0.3074
H 1.9085 1.5141 0.0341  0.2983
H -2.3070 -1.6881 -0.2396  0.3513
H -2.3626 0.3765 1.1317  0.2234



# 2
Molecular formula: C3H6N4
Method: DFT, ωB97M-V/def2-TZVPD

## Properties
HOMO-LUMO gap: 8.11 eV
HOMO energy: -7.340 eV
Structure (SMILES): Nc1nc[nH]c1N
E_LUMO: 0.77 eV
Molecular weight: 98.1 Da
Electronic energy: -9167.9637 eV

Last column: Mulliken charge in e.
Element x y z (Å)
C 1.7239 -0.7866 -0.0396  -0.2608
C 0.3681 0.8874 -0.1556  0.3664
C -0.4690 -0.2731 0.0188  0.1737
N 1.6906 0.5107 -0.1072  -0.6350
N 0.4771 -1.3304 0.0147  -0.1503
N -0.0538 2.2147 -0.1054  -0.5364
N -1.8201 -0.6023 -0.0660  -0.5620
H 2.5248 -1.3615 0.1826  0.4400
H 0.3920 -2.2487 0.3391  0.2141
H -0.9813 2.3438 0.0244  0.2173
H 0.3915 2.7462 0.6111  0.2258
H -1.9604 -1.5410 0.3130  0.2625
H -2.2836 -0.5594 -1.0298  0.2446



# 3
Molecular formula: C3H6N4
Method: DFT, ωB97M-V/def2-TZVPD

## Properties
HOMO-LUMO gap (spin up / spin down): 8.46 / 8.47 eV
HOMO energy (spin up / spin down): -8.684 / -8.687 eV
Structure (SMILES): [H]/N=N/C=N/N.C#C
E_LUMO (spin up / spin down): -0.22 / -0.22 eV
Molecular weight: 98.1 Da
Electronic energy: -9162.5038 eV

Last column: Mulliken charge in e.
Element x y z (Å)
C 2.9969 0.5056 0.9939  -0.3378
C 2.5150 0.4806 -0.1217  -0.4008
C -1.1676 -0.6633 -0.6231  0.0079
N -0.5221 -2.6762 0.2121  -0.5407
N -1.8548 1.1307 0.6050  -0.2826
N -0.6774 -1.8318 -0.7433  -0.0786
N -1.3818 -0.0668 0.5401  -0.1480
H 3.4018 0.9044 1.8930  0.3256
H -1.9682 1.6751 -0.1739  0.1999
H 2.0184 0.6286 -1.0096  0.4152
H -1.3611 0.0321 -1.4922  0.3284
H -0.1051 -3.5380 -0.2315  0.2506
H -1.5853 1.5629 1.4709  0.2610



# 4
Molecular formula: C3H6N4
Method: DFT, ωB97M-V/def2-TZVPD

## Properties
HOMO-LUMO gap: 10.22 eV
HOMO energy: -9.584 eV
Structure (SMILES): NCc1cnn[nH]1
E_LUMO: 0.64 eV
Molecular weight: 98.1 Da
Electronic energy: -9166.5135 eV

Last column: Mulliken charge in e.
Element x y z (Å)
C 0.1740 -0.7197 -0.8307  -0.4692
C 0.0240 0.0684 0.4360  0.3278
C 0.5456 1.2355 0.8211  -0.2655
H 0.1626 -0.6417 -2.8598  0.2550
H -0.9252 0.3683 -2.4352  0.2476
H 1.1890 -1.1263 -0.6119  0.2838
H -0.4400 -1.6937 -0.6800  0.2372
H 1.0713 1.9219 0.1385  0.4082
H -0.9515 -1.2880 1.8604  0.3280
N 0.0035 0.0737 -2.0925  -0.6015
N 0.3086 1.4823 2.1346  -0.2748
N -0.4287 0.5643 2.5733  -0.6017
N -0.7331 -0.2449 1.5463  0.1249



# 5
Molecular formula: C3H6N4
Method: DFT, ωB97M-V/def2-TZVPD

## Properties
HOMO-LUMO gap (spin up / spin down): 9.29 / 7.68 eV
HOMO energy (spin up / spin down): -20.331 / -19.311 eV
E_LUMO (spin up / spin down): -11.05 / -11.63 eV
Molecular weight: 98.1 Da
Electronic energy: -9141.0884 eV
Net charge: +2

Last column: Mulliken charge in e.
Element x y z (Å)
C -2.7798 0.7586 -0.3983  0.2265
C 0.5658 -0.3052 -0.0074  0.2182
C -1.9670 0.2843 0.7066  -0.0630
N -2.6672 -0.7445 0.1751  0.1575
N -3.7216 -0.1819 -0.2688  -0.1365
N 1.3124 0.7358 -0.0585  -0.2267
N 0.8001 -1.5231 -0.1498  -0.1770
H -2.5355 1.3164 -1.2622  0.3106
H -0.9483 0.3135 1.1187  0.5692
H 0.9683 1.4589 -0.6401  0.2796
H 2.0412 0.7406 0.5578  0.2531
H 0.1036 -2.2512 0.0847  0.2963
H 1.6325 -1.9388 -0.5165  0.2923



# 6
Molecular formula: C3H6N4O
Method: DFT, ωB97M-V/def2-TZVPD

## Properties
HOMO-LUMO gap: 9.17 eV
HOMO energy: -8.633 eV
E_LUMO: 0.54 eV
Molecular weight: 114.1 Da
Electronic energy: -11211.2995 eV

Last column: Mulliken charge in e.
Element x y z (Å)
C 2.0657 -0.0201 -0.3136  0.4370
C -0.5430 0.5769 0.1358  0.8060
C -1.7007 -1.4929 -0.3491  -0.9824
N 2.4196 -1.0441 -0.7320  -0.6249
N -1.1405 1.6377 0.3018  -0.6198
N -0.4877 -0.6589 -0.1966  -0.1947
N 1.4462 1.0296 -0.0325  -0.3290
O 1.7357 1.9500 0.9199  -0.3789
H -2.5523 -0.8326 -0.6210  0.3261
H -1.4136 -2.0310 -1.2086  0.3758
H -1.7679 -2.1629 0.4764  0.2989
H -0.5952 2.5499 0.4049  0.3221
H 0.3871 -1.0634 -0.4650  0.2413
H 2.1466 1.5617 1.6796  0.3226



# 7
Molecular formula: C3H6N4O
Method: DFT, ωB97M-V/def2-TZVPD

## Properties
HOMO-LUMO gap: 9.69 eV
HOMO energy: -8.878 eV
Structure (SMILES): [H]/N=C(\N)N/N=C\C=O
E_LUMO: 0.81 eV
Molecular weight: 114.1 Da
Electronic energy: -11214.3298 eV

Last column: Mulliken charge in e.
Element x y z (Å)
C -0.8713 0.4505 0.2197  0.6270
C 1.7385 -0.9295 0.3785  0.0169
C 1.7125 -0.1968 -0.9438  0.0032
H -2.6988 -0.2794 -0.2254  0.2075
H -2.6060 1.3583 -0.3527  0.2329
H -0.2796 2.2879 -0.0863  0.1843
H -1.2412 -1.3061 1.2067  0.2989
H 2.7094 -1.2563 0.7611  0.3850
H 2.4128 0.6733 -0.9588  0.2892
N -2.2318 0.5348 0.0691  -0.4933
N 0.0527 1.3593 0.0715  -0.6236
N -0.4994 -0.8290 0.6703  0.0324
N 0.7390 -1.3067 1.0532  -0.7218
O 1.0634 -0.5602 -1.8632  -0.4387



# 8
Molecular formula: C3H6N4O
Method: DFT, ωB97M-V/def2-TZVPD

## Properties
HOMO-LUMO gap: 10.19 eV
HOMO energy: -9.950 eV
Structure (SMILES): [H]/N=C(/N)N(C=O)/C=N/[H]
E_LUMO: 0.24 eV
Molecular weight: 114.1 Da
Electronic energy: -11213.9714 eV

Last column: Mulliken charge in e.
Element x y z (Å)
C 1.1379 -0.3074 -0.0069  0.5353
C -1.3103 -0.4975 -0.0490  -0.0768
C -0.2808 1.7992 0.2326  -0.0246
H 2.0551 -2.0656 -0.0095  0.3083
H 0.8363 -1.7076 1.2703  0.2114
H 1.8514 1.2592 -0.8008  0.2666
H -1.0540 -1.3930 -0.4749  0.4160
H -3.0845 -0.8198 -0.5143  0.2779
H -1.3257 1.8489 0.1722  0.4533
N 1.1172 -1.6138 0.3845  -0.5152
N 2.1392 0.3099 -0.3897  -0.6708
N -0.1598 0.4181 0.0046  -0.0339
N -2.4790 -0.0378 -0.0393  -0.5754
O 0.5569 2.8070 0.2203  -0.5720



# 9
Molecular formula: C3H6N4O
Method: DFT, ωB97M-V/def2-TZVPD

## Properties
HOMO-LUMO gap: 9.78 eV
HOMO energy: -9.226 eV
Structure (SMILES): Cc1n[nH]o/c1=N/N
E_LUMO: 0.56 eV
Molecular weight: 114.1 Da
Electronic energy: -11209.9531 eV

Last column: Mulliken charge in e.
Element x y z (Å)
C 1.0806 -0.2460 -1.1806  -0.9715
C -0.3176 0.1591 -0.7090  0.6379
C -0.7421 0.2362 0.7257  0.6546
H 1.2987 0.0242 -2.2794  0.2797
H 1.3949 -1.2805 -0.9553  0.2989
H 1.7354 0.1891 -0.4345  0.3224
H -2.8375 1.5707 -1.0014  0.2967
H 2.0439 0.2473 1.9274  0.3068
H 1.1115 -1.6766 2.1595  0.3137
N -1.3583 0.1756 -1.4414  -0.3940
N -2.5230 0.5449 -0.7521  -0.2054
N -0.1292 -0.0338 1.7804  -0.6024
N 1.2695 -0.6367 1.4633  -0.6105
O -2.0267 0.7264 0.6974  -0.3269



# 10
Molecular formula: C3H6N4O
Method: DFT, ωB97M-V/def2-TZVPD

## Properties
HOMO-LUMO gap: 8.80 eV
HOMO energy: -9.174 eV
E_LUMO: -0.38 eV
Molecular weight: 114.1 Da
Electronic energy: -11209.3802 eV

Last column: Mulliken charge in e.
Element x y z (Å)
C 0.3962 0.3099 -0.8046  0.3457
C 1.6330 0.4752 0.3371  -0.3527
C -0.5810 0.1195 1.2571  0.5431
H -2.3727 -1.6379 -0.6803  0.2857
H -2.4074 0.2116 -1.4272  0.2702
H 1.1410 0.3914 -2.4606  0.2540
H 2.3311 1.3662 0.2113  0.3097
H 1.9514 -0.6713 0.3727  0.2907
H 1.1785 -0.4190 2.2527  0.3548
N -2.0633 -0.3063 -0.5243  -1.0204
N -0.8386 0.0615 -0.0524  0.5387
N 0.2502 0.0662 -2.0879  -0.6367
N 0.6221 0.7214 1.4903  -0.5478
O -1.2405 -0.6885 2.1162  -0.6351



Repeat the seventh record exactly.
Molecular formula: C3H6N4O
Method: DFT, ωB97M-V/def2-TZVPD

## Properties
HOMO-LUMO gap: 9.69 eV
HOMO energy: -8.878 eV
Structure (SMILES): [H]/N=C(\N)N/N=C\C=O
E_LUMO: 0.81 eV
Molecular weight: 114.1 Da
Electronic energy: -11214.3298 eV

Last column: Mulliken charge in e.
Element x y z (Å)
C -0.8713 0.4505 0.2197  0.6270
C 1.7385 -0.9295 0.3785  0.0169
C 1.7125 -0.1968 -0.9438  0.0032
H -2.6988 -0.2794 -0.2254  0.2075
H -2.6060 1.3583 -0.3527  0.2329
H -0.2796 2.2879 -0.0863  0.1843
H -1.2412 -1.3061 1.2067  0.2989
H 2.7094 -1.2563 0.7611  0.3850
H 2.4128 0.6733 -0.9588  0.2892
N -2.2318 0.5348 0.0691  -0.4933
N 0.0527 1.3593 0.0715  -0.6236
N -0.4994 -0.8290 0.6703  0.0324
N 0.7390 -1.3067 1.0532  -0.7218
O 1.0634 -0.5602 -1.8632  -0.4387



Q: electronic energy of number 3 (C3H6N4)?
A: -9162.5038 eV



Please write out number 1 again, unchanged.
Molecular formula: C3H6N3S
Method: DFT, ωB97M-V/def2-TZVPD

## Properties
HOMO-LUMO gap: 7.30 eV
HOMO energy: -12.789 eV
Structure (SMILES): C[n+]1c[nH][nH]c1=S
E_LUMO: -5.49 eV
Molecular weight: 116.2 Da
Electronic energy: -18502.9495 eV
Net charge: +1

Last column: Mulliken charge in e.
Element x y z (Å)
C -0.2978 -1.3497 -0.4124  -0.0636
C -0.3876 0.7846 0.7399  0.3479
C 1.9282 0.5212 -0.4519  -0.6479
N -1.4590 -1.0997 0.0532  0.0098
N -1.5232 0.0383 0.7113  -0.0698
N 0.6178 0.1091 0.1594  -0.1035
S -0.4764 2.3372 1.2799  -0.3318
H 0.0657 -1.8627 -1.3240  0.3669
H 1.7166 0.5264 -1.4984  0.3116
H 2.5768 -0.2071 -0.1831  0.3074
H 1.9085 1.5141 0.0341  0.2983
H -2.3070 -1.6881 -0.2396  0.3513
H -2.3626 0.3765 1.1317  0.2234



Q: What is the molecular weight in the sixth record?
A: 114.1 Da